# 1
55
Properties=species:S:1:pos:R:3 method="wB97M-V/def2-TZVPD" multiplicity=5 gap_ev="8.5 / 8.7" charge=+3 energy_ev=-73353.574 s2=6.01
Pm 0.25579 -0.08603 0.57026
S -0.58202 2.26511 1.90134
S 2.38270 -2.00212 0.61463
C -1.21736 3.49854 0.71552
C 1.07442 2.98536 2.27935
C 2.18253 2.51530 1.35017
N 2.32640 1.04603 1.40845
C 3.53095 0.57034 0.69052
C 3.79787 -0.89422 1.00575
H 1.27768 2.70425 3.32309
H 0.95316 4.07289 2.22391
H 3.12425 2.98835 1.66571
H 1.99255 2.80675 0.31097
H 4.40514 1.16354 1.00244
H 3.38613 0.73539 -0.38485
H 3.99489 -1.04050 2.07742
H 4.65861 -1.26771 0.43823
C 2.75938 -2.38353 -1.12992
H 2.44043 0.78550 2.39586
H 3.01509 -1.48023 -1.69323
H 1.87369 -2.86060 -1.56034
H 3.59924 -3.08643 -1.14725
H -2.18804 3.13812 0.36021
H -0.53444 3.63863 -0.12840
H -1.35432 4.44335 1.25345
C 0.24007 -1.09220 3.53933
C -0.86549 -1.62945 2.93313
H 0.20829 -0.10259 4.02104
H 1.21286 -1.61277 3.52842
H -1.84490 -1.12546 2.95233
H -0.81908 -2.57260 2.35771
C -3.64720 -0.01629 -0.51530
P -2.43266 -1.26965 0.05013
C -3.58588 -2.41842 0.88945
C -2.13811 -2.19684 -1.56485
C -1.52926 -1.32616 -2.67548
P -0.37984 0.01101 -2.04649
C 0.97949 -0.08873 -3.27152
C -1.22297 1.54869 -2.61155
H -3.93009 0.58363 0.36286
H -4.53596 -0.52390 -0.90908
H -3.23618 0.66209 -1.27395
H -4.50241 -2.51873 0.29723
H -3.12685 -3.39906 1.01693
H -3.82877 -2.01157 1.87085
H -1.45570 -3.03246 -1.28946
H -3.09909 -2.63592 -1.86059
H -0.93176 -1.95768 -3.34788
H -2.31917 -0.83645 -3.26531
H 0.55179 -0.13172 -4.28382
H 1.59674 0.81119 -3.16892
H 1.59687 -0.97781 -3.08468
H -1.47570 2.19102 -1.75662
H -2.12228 1.31489 -3.18349
H -0.51147 2.09787 -3.25372



# 2
15
Properties=species:S:1:pos:R:3 method="wB97M-V/def2-TZVPD" gap_ev=8.0 energy_ev=-6815.853 e_above_lowest_kcal_mol=118.6
C -1.35023 1.82261 -1.43837
C -0.76226 0.40873 -1.08564
C -0.75529 0.03754 0.36467
C -0.20688 -1.16750 0.73139
N 1.22518 -1.29168 0.56151
C 2.00607 -0.48631 1.14070
H -0.67335 2.48028 -1.98686
H -2.46528 1.79971 -1.59475
H -1.26656 2.32407 -0.42238
H -1.29095 -0.37397 -1.65230
H 0.19597 0.39836 -1.58326
H -0.98295 0.84428 1.08773
H -0.50613 -1.64333 1.66559
H 1.95163 0.64290 1.25319
H 2.87866 -0.80609 1.68186



# 3
119
Properties=species:S:1:pos:R:3 method="wB97M-V/def2-TZVPD" gap_ev=5.4 charge=-2 energy_ev=-238209.518 e_above_lowest_kcal_mol=0.0
Cs 0.03110 0.11006 0.03008
C -1.04211 -1.68524 -4.11353
C -2.19129 -0.86815 -3.60437
N -2.90225 -0.18339 -4.46226
C -3.92809 0.57366 -4.00662
C -4.25597 0.66317 -2.68125
C -5.41924 1.52144 -2.26447
O -6.53737 0.77819 -1.75813
C -3.52109 -0.08559 -1.73360
C -3.87922 0.04598 -0.31390
N -3.88549 -0.81213 0.63611
C -3.62243 -2.16962 0.40718
C -4.26784 -2.89987 -0.59141
C -4.02094 -4.24881 -0.76641
C -3.12561 -4.91546 0.06050
C -2.50631 -4.21907 1.08987
C -2.77860 -2.87267 1.26581
I -1.84133 -1.86132 2.85078
C -2.42443 -0.88095 -2.16558
O -1.65633 -1.53562 -1.39741
H -0.96525 -1.57320 -5.19331
H -1.16601 -2.73609 -3.84586
H -0.10751 -1.36785 -3.64185
H -4.48927 1.12892 -4.75107
H -5.79386 2.05855 -3.13600
H -5.10193 2.26756 -1.52836
H -6.21087 0.19083 -1.06898
H -4.21101 1.04372 -0.01390
H -4.94298 -2.37664 -1.25785
H -4.52170 -4.78015 -1.56711
H -2.91171 -5.96677 -0.08567
H -1.81129 -4.71887 1.75151
Se 0.59661 1.74147 -3.12405
N -0.09123 2.39448 -4.59312
C -1.23216 3.00462 -4.24084
C -2.09315 3.70302 -5.10863
C -3.21489 4.26826 -4.56992
C -3.46616 4.14373 -3.18214
N -2.70438 3.50132 -2.33282
C -1.59148 2.91840 -2.85355
N -0.73606 2.23458 -2.08699
H -1.85141 3.76660 -6.16199
H -3.91935 4.81387 -5.18519
H -4.35806 4.60512 -2.76437
C -1.76073 8.15849 3.74474
C -1.55885 6.75166 3.24680
C -1.14165 6.50617 1.94926
C -0.93465 5.21412 1.47359
C -0.49746 5.01895 0.04602
C -1.14067 4.13782 2.34925
C -0.92138 2.76358 1.82762
O -0.84110 1.77626 2.52758
C -1.55818 4.36345 3.67575
C -1.79855 3.25469 4.66943
C -1.76954 5.66933 4.09437
H -1.80953 8.86529 2.91640
H -0.93616 8.46032 4.39509
H -2.68275 8.23942 4.32349
H -0.97069 7.34154 1.27818
H -0.33104 5.98987 -0.42087
H -1.27448 4.50112 -0.52196
H 0.41837 4.42694 -0.02987
H -0.83355 2.68900 0.73157
H -2.47817 2.50086 4.27262
H -2.22175 3.67046 5.58598
H -0.87551 2.72888 4.90739
H -2.10349 5.84720 5.11234
C 1.77943 -0.62354 4.84750
As 2.24713 0.13352 3.09393
C 2.59859 1.97250 3.63575
C 4.10606 -0.47813 3.01730
H 2.51512 -0.35746 5.60972
H 1.72901 -1.71039 4.75640
H 0.79688 -0.25650 5.14847
H 3.17332 2.03144 4.56339
H 1.65338 2.50439 3.74784
H 3.14367 2.44318 2.81557
H 4.66544 -0.22000 3.92009
H 4.57035 0.00606 2.15568
H 4.13701 -1.55979 2.86926
C 2.96360 -5.89839 3.24308
C 2.29501 -4.69724 3.41743
C 2.16740 -3.81296 2.35185
C 2.70688 -4.11939 1.10662
C 3.36929 -5.33584 0.93964
C 3.50150 -6.21801 2.00000
P 2.43066 -2.89923 -0.24464
C 1.88938 -4.03424 -1.58357
C 0.51094 -4.18540 -1.73861
C 0.00454 -5.05898 -2.68987
C 0.86952 -5.76303 -3.51732
C 2.24232 -5.58756 -3.39411
C 2.74998 -4.72764 -2.43014
C 4.11810 -2.38805 -0.73118
C 5.29258 -2.83371 -0.13219
C 6.50899 -2.23833 -0.44326
C 6.55853 -1.18023 -1.33816
C 5.38914 -0.71399 -1.92525
C 4.18077 -1.31428 -1.62179
H 3.06151 -6.58932 4.07192
H 1.86622 -4.44721 4.38033
H 1.63789 -2.87431 2.48111
H 3.77550 -5.59785 -0.03052
H 4.01889 -7.15953 1.85823
H -0.17176 -3.59071 -1.13962
H -1.06834 -5.16092 -2.80097
H 0.47591 -6.43015 -4.27507
H 2.91721 -6.11835 -4.05536
H 3.82117 -4.58099 -2.34257
H 5.26089 -3.63316 0.59759
H 7.41522 -2.58354 0.04047
H 7.50138 -0.68948 -1.54622
H 5.40703 0.15835 -2.56530
H 3.26538 -0.89279 -2.01824
O 2.55106 0.90248 -0.72257
S 2.93808 2.28526 -0.32182
O 1.86242 2.87974 0.50740
O 4.22012 2.28790 0.38452
S 3.07118 3.36029 -2.04682



# 4
101
Properties=species:S:1:pos:R:3 method="wB97M-V/def2-TZVPD" gap_ev=5.4 charge=-1 energy_ev=-41532.439
C -2.11283 -3.02320 -0.33658
C -3.14653 -3.43317 -1.39354
C -3.60766 -2.33269 -2.38597
C -2.67077 -1.15065 -2.58587
C -1.36760 -1.53276 -3.30032
C -0.47469 -0.30994 -3.55064
C 0.96560 -0.69729 -3.81415
C 1.88717 0.48305 -4.14502
C 2.15768 1.40668 -2.96788
C 3.16100 0.85028 -1.94322
C 2.88393 1.47768 -0.57026
C 3.99793 1.29559 0.46418
C 4.01387 -0.07433 1.20026
C 3.43639 0.01186 2.63070
C 1.94098 0.38870 2.70549
C 1.68539 1.74430 3.36909
C 0.19131 2.00231 3.64526
C -0.26132 3.35754 3.09650
P -0.18464 3.53410 1.16944
H -1.09362 -3.13623 -0.69668
H -2.20720 -3.67950 0.52936
H -2.24717 -2.00791 0.02809
H -2.72205 -4.25105 -1.97627
H -4.02090 -3.81713 -0.87043
H -3.75618 -2.80449 -3.35928
H -4.58925 -1.97575 -2.06846
H -3.18186 -0.41958 -3.21972
H -2.43351 -0.63657 -1.65647
H -1.61553 -2.00992 -4.24957
H -0.82149 -2.23232 -2.66697
H -0.88781 0.25284 -4.39148
H -0.56085 0.34226 -2.67880
H 1.37261 -1.21920 -2.94605
H 1.00550 -1.36277 -4.68005
H 2.81786 0.11432 -4.57951
H 1.39548 1.07133 -4.92884
H 2.50757 2.38199 -3.30370
H 1.23312 1.58746 -2.41536
H 4.19444 1.06590 -2.22644
H 3.07114 -0.23940 -1.89895
H 1.93559 1.09516 -0.21570
H 2.74178 2.54722 -0.74168
H 3.89520 2.07726 1.21690
H 4.95521 1.46643 -0.03220
H 5.05843 -0.38675 1.30496
H 3.52536 -0.85190 0.61149
H 4.03096 0.76729 3.15099
H 3.62015 -0.91723 3.17834
H 1.53768 0.42873 1.70519
H 1.36792 -0.37637 3.23386
H 2.24180 1.76354 4.30975
H 2.05065 2.52722 2.70865
H -0.41823 1.22230 3.18447
H -0.00165 1.96228 4.72291
H -1.31175 3.52033 3.36341
H 0.31260 4.17996 3.53785
H -1.66877 3.40722 1.07909
H -0.31650 5.00277 1.31925
H 1.29841 3.67244 1.21424
H -0.07329 2.05282 1.01402
H -0.12576 3.68475 -0.30431
C 6.71363 3.98259 7.23251
C 6.36019 5.16964 6.34086
C 4.92751 5.12708 5.81066
C 4.60332 3.92201 4.92653
C 5.48936 3.76272 3.69276
C 5.38183 4.92795 2.71374
H 6.63704 3.03766 6.69342
H 7.73607 4.06581 7.60622
H 6.04480 3.93307 8.09441
H 7.06699 5.22337 5.50832
H 6.49278 6.09303 6.91221
H 4.72737 6.04908 5.25825
H 4.23529 5.12989 6.65875
H 3.56281 3.99975 4.59935
H 4.65877 3.00626 5.52262
H 5.19649 2.84409 3.17776
H 6.53403 3.62502 3.99083
H 4.35254 5.04895 2.37072
H 6.00806 4.75640 1.83660
H 5.70175 5.86866 3.16668
C -6.02539 -6.81390 -2.38823
C -5.92283 -6.14201 -3.75453
C -6.46547 -4.71418 -3.77007
C -7.95291 -4.58448 -3.43857
C -8.88740 -5.37954 -4.34937
C -8.81935 -4.95165 -5.81255
H -7.06163 -6.90347 -2.05823
H -5.60238 -7.81933 -2.41614
H -5.47946 -6.24180 -1.63547
H -6.43771 -6.75146 -4.50309
H -4.87237 -6.11414 -4.05529
H -6.26962 -4.27106 -4.75048
H -5.89672 -4.11491 -3.05335
H -8.22602 -3.52587 -3.48816
H -8.12466 -4.88792 -2.40227
H -9.91226 -5.25260 -3.99012
H -8.66913 -6.44819 -4.27084
H -9.07491 -3.89550 -5.91953
H -9.51878 -5.52853 -6.41986
H -7.82292 -5.10029 -6.23048



# 5
40
Properties=species:S:1:pos:R:3 method="wB97M-V/def2-TZVPD" gap_ev=6.5 energy_ev=-29071.852 e_above_lowest_kcal_mol=333.7
C -7.78550 -0.52431 0.15861
C -6.32883 -0.12661 -0.44253
O -6.06932 0.28193 -1.59620
O -5.52824 -0.19280 0.53960
C -4.23908 0.04281 0.24052
C -3.92789 1.19673 -0.35898
C -2.62690 1.49899 -0.31087
C -1.59098 0.92436 0.10175
C -2.03936 -0.11901 0.95378
C -3.28096 -0.52601 1.12821
H -3.70922 -1.08053 1.80008
H -1.36376 -0.56896 1.54875
C -0.15669 1.11217 0.01532
C 0.93819 0.60111 0.10662
C 1.16678 -0.92170 -0.23315
N 2.37557 -1.15763 -0.06135
N 3.17086 -0.11719 0.00523
C 2.24451 1.06564 0.16306
O 2.67452 2.39860 0.13793
C 4.50536 0.07074 0.02391
C 5.13542 -1.20611 -0.32637
C 6.44327 -1.15396 -0.12509
C 7.30032 0.02931 -0.12841
C 6.59626 1.18098 0.13101
C 5.27652 1.36583 -0.23835
H 4.86357 2.16634 0.10401
H 7.24374 1.85787 0.03072
H 8.42166 0.03604 -0.25182
H 6.97850 -2.23824 -0.27981
H 4.62452 -2.13859 -0.23844
C 0.21719 -1.90318 -0.34163
H 0.65673 -2.83799 -0.97563
H -0.64337 -1.62595 -0.80575
H -0.13194 -2.54556 0.64739
H -0.01892 2.29644 0.09255
H -2.19005 2.65568 -1.06344
H -4.57720 1.84656 -1.14570
H -8.49833 -0.70719 -0.49699
H -7.76484 -1.35500 0.72838
H -8.36214 0.41840 0.76309



# 6
23
Properties=species:S:1:pos:R:3 method="wB97M-V/def2-TZVPD" gap_ev=9.4 charge=+2 energy_ev=-21720.749 e_above_lowest_kcal_mol=0.0
C 0.87221 1.10604 0.65092
C -1.26923 1.97873 0.95886
C 0.37200 0.70293 -0.69766
C -0.42426 -1.77444 0.09197
C 0.01562 -1.11008 -2.26722
C 0.48318 -0.83388 -0.86972
N -0.05519 1.69744 1.49365
N 2.06885 0.86339 1.19002
N -2.27234 2.51016 1.67519
S -1.41075 1.22095 -0.58052
H 0.87095 0.98326 -1.61294
H -1.49912 -1.63631 -0.18583
H -0.26154 -1.84993 1.25115
H -0.16061 -2.67335 -0.33214
H -0.98460 -0.69495 -2.38968
H 0.01713 -2.22301 -2.52895
H 0.60881 -0.66014 -3.01492
H 1.48183 -1.11772 -0.76249
H 0.10661 1.87890 2.51297
H 2.63277 0.31766 0.66801
H 2.42577 0.90124 2.19893
H -2.31152 2.94869 2.56690
H -3.17815 2.42368 1.31003



# 7
74
Properties=species:S:1:pos:R:3 method="wB97M-V/def2-TZVPD" multiplicity=3 gap_ev="6.0 / 3.1" charge=+2 energy_ev=-100361.612 e_above_lowest_kcal_mol=0.6 s2=2.02
Au 1.76689 -0.27191 1.84009
N -0.63148 -2.85418 5.83216
C -0.51687 -2.65906 4.34100
C 0.23233 -3.82374 3.69883
C 0.58130 -3.47589 2.23938
N 1.78346 -2.59194 2.16406
C -0.65206 -2.92697 1.50720
C -1.56078 -1.93387 2.24767
N -1.01088 -0.57142 2.24806
C -1.85818 -2.43500 3.67188
H 0.31839 -2.75350 6.25413
H -1.05948 -3.74502 6.08728
H -1.17875 -2.09869 6.25078
H 0.07030 -1.74377 4.24366
H -0.41473 -4.70523 3.70544
H 1.13892 -4.07248 4.25501
H 0.84828 -4.39933 1.72463
H 2.50323 -3.04484 1.61167
H 2.19307 -2.48509 3.09696
H -1.26523 -3.79929 1.25986
H -0.34547 -2.47872 0.56007
H -2.50195 -1.92414 1.69601
H -0.82327 -0.22085 3.18090
H -1.64557 0.09293 1.82586
H -2.43593 -3.36178 3.63936
H -2.45074 -1.68342 4.19958
N 0.91646 1.76142 4.57977
C 0.84363 2.34456 3.32586
N 0.33447 3.54073 3.12457
N 0.43345 3.72620 1.79831
N 0.95859 2.70194 1.22754
N 1.24520 1.78980 2.18092
C 1.42109 0.52504 4.84498
N 1.38579 -0.06439 6.03585
N 2.03327 -1.22835 5.85145
N 2.40714 -1.36938 4.63149
N 2.03634 -0.26046 3.95411
H 0.54317 2.29379 5.34971
Cl -3.08576 2.49756 0.84029
C -2.15292 2.26650 -0.59450
C -1.33366 3.28783 -1.05294
C -0.55295 3.06069 -2.17019
C -0.57263 1.83963 -2.84304
C 0.40059 1.59292 -3.96725
C 1.83003 1.39872 -3.44406
N 1.90192 0.46054 -2.33763
C 2.03679 -0.90813 -2.41820
C 2.00220 -1.36912 -1.14390
N 1.83769 -0.29976 -0.29065
C 1.77966 0.78672 -1.03911
O 0.51039 2.71515 -4.84558
C -0.68683 3.04636 -5.51697
C -0.88925 2.15613 -6.71301
C -0.02922 2.19426 -7.85345
Cl 1.25364 3.21803 -8.04821
S -0.47180 1.06294 -9.08197
C -1.76779 0.53950 -8.11878
C -1.86723 1.20594 -6.88593
C -1.43034 0.85305 -2.37193
Cl -1.53999 -0.69693 -3.17024
C -2.22350 1.05148 -1.25333
H -1.27604 4.22112 -0.51292
H 0.11246 3.84233 -2.51816
H 0.09611 0.70733 -4.53285
H 2.20561 2.36344 -3.10347
H 2.47899 1.04774 -4.24484
H 2.15858 -1.41928 -3.35658
H 2.09250 -2.38032 -0.79001
H 1.63872 1.78939 -0.65657
H -0.59199 4.08356 -5.84115
H -1.55543 2.97432 -4.85835
H -2.42662 -0.23833 -8.47994
H -2.64118 0.98540 -6.16413
H -2.88416 0.26961 -0.90655